This record from OMol25 describes a molecular structure, C29H44BrCoN3P2S at a distorted geometry. The level of theory is ωB97M-V/def2-TZVPD.

Computed properties:
highest occupied orbital energy (spin up / spin down): -0.4580 / -0.4606 Eh
charge: +2
multiplicity: 4
electronic energy: -172323.13582 eV

Geometry (Å):
C 8.596 -2.255 3.784
C 8.296 -2.200 2.410
C 9.294 -2.543 1.482
C 10.545 -2.939 1.970
N 10.813 -2.994 3.275
C 9.878 -2.666 4.166
C 6.993 -1.810 1.960
C 5.891 -1.471 1.571
C 4.552 -1.185 1.251
C 3.534 -1.819 1.979
C 2.197 -1.576 1.649
C 1.933 -0.709 0.595
C 2.913 -0.028 -0.113
C 4.253 -0.288 0.212
Co -0.027 -0.499 0.108
P -0.481 -2.363 -0.795
H 9.098 -2.500 0.412
H 7.848 -1.986 4.529
H 11.337 -3.215 1.269
H 10.134 -2.722 5.227
H 5.065 0.194 -0.326
H 3.798 -2.495 2.794
H 2.658 0.697 -0.884
H 1.406 -2.057 2.227
C -1.911 -2.151 -1.902
C -2.139 -3.286 -2.903
H -1.744 -1.192 -2.423
H -2.789 -2.001 -1.252
H -3.100 -3.122 -3.400
H -1.366 -3.306 -3.679
H -2.177 -4.271 -2.427
C 0.942 -2.865 -1.830
C 1.608 -4.176 -1.433
H 1.670 -2.043 -1.760
H 0.600 -2.888 -2.874
H 2.454 -4.365 -2.106
H 2.007 -4.132 -0.410
H 0.925 -5.033 -1.505
C -0.842 -3.615 0.486
C -1.642 -4.839 0.033
H -1.385 -3.090 1.290
H 0.124 -3.917 0.926
H -1.745 -5.525 0.882
H -2.653 -4.564 -0.285
H -1.147 -5.392 -0.773
Br 0.032 1.382 -1.174
P 2.768 0.436 -5.199
C 1.922 -1.178 -4.949
C 1.245 -1.662 -6.234
H 1.198 -1.042 -4.132
H 2.697 -1.893 -4.631
H 1.004 -2.728 -6.157
H 0.312 -1.122 -6.428
H 1.894 -1.529 -7.107
C 1.670 1.665 -4.388
C 1.811 3.041 -5.043
H 1.915 1.697 -3.318
H 0.642 1.290 -4.489
H 0.957 3.670 -4.778
H 2.721 3.554 -4.716
H 1.845 2.958 -6.135
C 4.226 0.343 -4.077
C 5.492 -0.119 -4.810
H 3.972 -0.331 -3.244
H 4.369 1.363 -3.684
H 6.375 0.109 -4.204
H 5.486 -1.200 -4.993
H 5.608 0.386 -5.776
C -4.059 0.236 2.245
N -3.049 1.281 2.375
C -3.311 2.604 2.709
C -2.115 3.240 2.794
N -1.140 2.309 2.467
C -1.711 1.102 2.212
S -0.941 -0.416 2.052
H -4.696 0.432 1.376
H -3.553 -0.729 2.121
H -4.681 0.206 3.144
H -4.322 2.951 2.853
H -1.872 4.247 3.082
H -0.138 2.471 2.399

This record from OMol25 describes a molecular structure, C29H45HgO15 at a distorted geometry. The level of theory is ωB97M-V/def2-TZVPD.

Computed properties:
highest occupied orbital energy: -0.4251 Eh
charge: +1
electronic energy: -65682.72632 eV
energy above the lowest of the compared OMol25 structures with the same formula, charge and spin: 29.29 kcal/mol

Geometry (Å):
Hg 0.071 2.576 -2.925
C 0.019 0.822 -0.063
O 0.489 1.298 -1.255
H 0.718 1.091 0.747
H -0.978 1.237 0.203
H -0.099 -0.275 -0.090
O -2.133 -3.627 -2.895
C -0.990 -3.639 -2.543
O -0.635 -3.583 -1.227
C 0.786 -3.544 -1.056
C 1.370 -3.919 -2.424
C 0.239 -3.582 -3.411
H 1.052 -4.234 -0.259
H 1.076 -2.552 -0.696
H 1.476 -5.005 -2.397
H 2.302 -3.454 -2.690
H 0.154 -4.373 -4.152
H 0.396 -2.614 -3.877
O 0.616 4.440 3.040
C 1.612 3.960 2.613
O 2.763 4.629 2.628
C 3.846 3.854 2.045
C 3.328 2.411 2.034
C 1.815 2.607 1.953
H 4.677 3.935 2.732
H 4.026 4.247 1.048
H 3.577 1.941 2.981
H 3.614 1.799 1.182
H 1.231 1.854 2.474
H 1.443 2.661 0.923
O -1.098 4.147 -1.709
C -1.941 4.586 -0.936
O -3.036 5.157 -1.368
C -3.911 5.513 -0.242
C -3.412 4.603 0.895
C -1.910 4.481 0.568
H -4.929 5.341 -0.568
H -3.770 6.573 -0.016
H -3.928 3.639 0.777
H -3.650 4.983 1.884
H -1.517 3.541 0.935
H -1.448 5.290 1.132
O 4.513 -1.838 1.538
C 3.417 -1.871 1.981
O 2.536 -2.827 1.644
C 1.274 -2.699 2.341
C 1.540 -1.640 3.450
C 2.804 -0.875 2.996
H 0.859 -3.640 2.684
H 0.581 -2.254 1.620
H 1.706 -2.084 4.433
H 0.618 -1.058 3.499
H 3.644 -0.671 3.640
H 2.468 -0.060 2.356
O -2.072 1.761 -2.978
C -2.773 0.838 -2.580
O -2.392 -0.432 -2.536
C -3.248 -1.195 -1.623
C -4.132 -0.164 -0.938
C -4.115 1.020 -1.916
H -2.591 -1.671 -0.902
H -3.783 -1.977 -2.148
H -3.743 0.129 0.039
H -5.145 -0.515 -0.746
H -4.128 1.987 -1.426
H -4.871 0.974 -2.701
O 2.094 1.854 -3.562
C 3.072 1.296 -3.190
O 3.951 0.921 -4.060
C 4.934 0.061 -3.409
C 4.994 0.632 -1.991
C 3.527 0.991 -1.774
H 5.853 0.112 -3.979
H 4.622 -0.980 -3.422
H 5.713 1.447 -1.927
H 5.324 -0.097 -1.244
H 3.393 1.853 -1.124
H 2.922 0.183 -1.364
O -3.066 -4.582 4.472
C -2.958 -4.270 3.328
O -2.080 -3.289 2.947
C -2.309 -2.816 1.632
C -3.252 -3.881 1.006
C -3.803 -4.700 2.131
H -1.408 -2.757 1.036
H -2.807 -1.839 1.661
H -2.522 -4.357 0.353
H -4.049 -3.436 0.411
H -3.570 -5.755 1.957
H -4.854 -4.642 2.391

This record from OMol25 describes a molecular structure, C29H46AuP2 at a distorted geometry. The level of theory is ωB97M-V/def2-TZVPD.

Computed properties:
highest occupied orbital energy (spin up / spin down): -0.3264 / -0.3231 Eh
charge: +1
multiplicity: 3
electronic energy: -53075.54488 eV

Geometry (Å):
Au 0.453 3.200 -2.685
C -0.860 -3.121 2.968
C 0.458 -3.592 2.734
C 0.601 -1.632 3.937
C -0.777 -1.909 3.706
C 1.369 -2.675 3.337
C -2.109 -3.811 2.557
H -2.020 -4.233 1.546
H -2.962 -3.126 2.569
H -2.343 -4.647 3.235
C -1.904 -1.104 4.222
H -2.831 -1.312 3.669
H -1.692 -0.028 4.151
H -2.096 -1.329 5.284
C 1.144 -0.497 4.710
H 1.307 -0.782 5.761
H 0.456 0.357 4.707
H 2.111 -0.160 4.312
C 2.844 -2.808 3.382
H 3.134 -3.475 4.211
H 3.330 -1.839 3.557
H 3.250 -3.244 2.458
C 0.834 -4.828 2.009
H 1.029 -5.650 2.715
H 1.743 -4.691 1.409
H 0.029 -5.154 1.340
C -1.381 2.582 -2.931
C -0.996 1.232 -2.799
C -0.308 0.467 -3.852
C 1.173 0.885 -4.197
C 1.448 2.368 -4.187
C 0.550 3.318 -4.747
C -0.809 2.969 -5.342
C -1.959 2.904 -4.291
H -0.895 0.462 -4.775
H 1.327 0.470 -5.202
H -0.295 -0.573 -3.536
H -2.663 2.124 -4.582
H -1.885 2.992 -2.026
H -1.795 0.540 -2.280
H -2.474 3.858 -4.226
H -1.080 3.755 -6.072
H 0.997 4.167 -5.232
H -0.792 2.041 -5.928
H 1.847 0.422 -3.483
H 2.485 2.730 -4.121
P -1.404 -1.195 -1.187
C -2.098 -0.371 0.289
C -1.801 -2.977 -1.356
P 1.355 -1.387 0.597
C 0.409 -0.979 -0.956
C 2.789 -2.279 -0.146
C 2.276 0.182 0.984
H -1.626 -0.728 1.229
H -3.191 -0.546 0.282
H -1.943 0.724 0.173
H -1.372 -3.290 -2.339
H -2.911 -3.090 -1.438
H -1.378 -3.607 -0.542
H 2.353 0.821 0.092
H 3.291 -0.042 1.349
H 1.759 0.740 1.775
H 0.604 0.097 -1.085
H 0.905 -1.524 -1.778
H 3.688 -2.177 0.476
H 2.990 -1.846 -1.133
H 2.556 -3.347 -0.261
C -0.633 4.830 1.716
C -0.260 3.476 1.487
C 0.039 3.070 0.173
C -0.009 4.011 -0.827
C -0.397 5.346 -0.641
C -0.703 5.728 0.673
H -0.880 5.129 2.743
H -0.225 2.759 2.295
H 0.303 2.050 -0.048
H -0.461 6.030 -1.465
H -1.019 6.774 0.878

This record from OMol25 describes a molecular structure, C29H46BF2N5P2Pd. The level of theory is ωB97M-V/def2-TZVPD.

Computed properties:
highest occupied orbital energy (spin up / spin down): -0.1969 / -0.2379 Eh
multiplicity: 3
electronic energy: -66441.10968 eV
energy above the lowest of the compared OMol25 structures with the same formula, charge and spin: 2.52 kcal/mol

Geometry (Å):
Pd 1.180 -0.131 0.176
C -0.084 1.874 3.151
C 0.312 0.547 3.796
C -0.661 0.228 4.931
P 0.668 -0.720 2.492
C 2.051 -1.710 3.203
C 1.787 -2.234 4.613
C 2.425 -2.862 2.275
C -0.656 -1.932 2.249
C -1.557 -2.390 3.212
C -2.524 -3.333 2.917
C -2.590 -3.836 1.620
C -1.696 -3.423 0.656
C -0.689 -2.480 0.944
N 0.187 -2.028 -0.026
C 0.596 -2.865 -1.060
C 0.686 -4.261 -0.962
C 1.116 -5.023 -2.034
C 1.475 -4.434 -3.241
C 1.411 -3.053 -3.343
C 0.992 -2.268 -2.275
P 0.947 -0.461 -2.299
C -0.620 -0.038 -3.174
C -0.676 -0.430 -4.648
C -1.793 -0.656 -2.410
C 2.306 0.071 -3.412
C 2.309 1.600 -3.461
C 3.660 -0.459 -2.953
H -0.183 2.640 3.924
H -1.046 1.787 2.640
H 0.647 2.209 2.417
H 1.313 0.678 4.230
H -1.683 0.161 4.557
H -0.636 1.044 5.658
H -0.430 -0.695 5.460
H 2.890 -1.005 3.237
H 0.896 -2.867 4.631
H 1.658 -1.435 5.343
H 2.627 -2.848 4.944
H 1.621 -3.601 2.237
H 3.318 -3.357 2.662
H 2.628 -2.536 1.256
H -1.503 -2.006 4.220
H -3.215 -3.665 3.680
H -3.352 -4.560 1.357
H -1.769 -3.818 -0.349
H 0.421 -4.749 -0.033
H 1.180 -6.098 -1.917
H 1.809 -5.034 -4.076
H 1.709 -2.571 -4.268
H -0.696 1.053 -3.090
H -0.563 -1.510 -4.767
H 0.089 0.062 -5.251
H -1.648 -0.157 -5.066
H -1.774 -1.744 -2.507
H -2.736 -0.300 -2.830
H -1.772 -0.419 -1.346
H 2.100 -0.311 -4.417
H 2.483 2.014 -2.464
H 1.367 2.008 -3.836
H 3.106 1.954 -4.118
H 3.857 -0.198 -1.912
H 4.450 -0.016 -3.564
H 3.729 -1.543 -3.035
F 4.150 -0.467 0.986
B 3.165 0.355 0.594
F 3.526 1.652 0.580
C -4.149 4.689 0.205
C -3.027 5.457 -0.483
C -2.040 6.023 0.532
C -2.322 4.627 -1.553
N -1.467 3.576 -1.001
C -0.155 3.568 -0.762
N 0.172 2.443 -0.175
N -0.991 1.755 -0.063
N -1.972 2.418 -0.545
H -4.639 5.320 0.947
H -3.769 3.805 0.718
H -4.906 4.356 -0.507
H -3.470 6.293 -1.036
H -1.626 5.233 1.162
H -2.539 6.735 1.189
H -1.206 6.544 0.055
H -1.670 5.253 -2.164
H -3.030 4.128 -2.215
H 0.511 4.377 -1.008

This record from OMol25 describes a molecular structure, C29H46BIrN9 at a distorted geometry. The level of theory is ωB97M-V/def2-TZVPD.

Computed properties:
highest occupied orbital energy (spin up / spin down): -0.5341 / -0.5423 Eh
charge: +2
multiplicity: 6
electronic energy: -47726.99156 eV
energy above the lowest of the compared OMol25 structures with the same formula, charge and spin: 0.00 kcal/mol

Geometry (Å):
Ir 10.445 13.614 8.335
C 13.191 12.506 5.432
C 13.481 12.939 6.884
C 14.963 13.234 7.128
C 13.009 11.870 7.838
C 13.440 10.624 8.261
C 12.522 10.155 9.179
C 12.495 8.829 9.946
C 11.956 7.775 8.927
C 13.873 8.563 10.461
N 11.541 11.066 9.328
N 11.813 12.108 8.443
B 10.342 11.112 10.257
N 10.462 12.397 11.241
N 10.238 13.673 10.635
C 10.274 14.602 11.535
C 10.572 14.015 12.791
C 10.744 12.582 12.504
C 11.009 11.571 13.596
C 12.123 12.208 14.448
C 11.473 10.214 13.046
C 9.880 16.033 11.303
C 8.723 16.444 12.244
C 11.154 16.893 11.337
N 8.989 11.275 9.529
N 8.997 12.129 8.402
C 7.732 12.084 7.923
C 6.991 11.226 8.634
C 7.746 10.746 9.680
C 7.419 9.678 10.650
C 7.685 10.072 12.084
C 8.215 8.406 10.336
C 7.314 12.960 6.705
C 8.182 12.770 5.496
C 5.834 12.742 6.339
H 13.543 13.247 4.706
H 13.657 11.492 5.267
H 12.067 12.341 5.300
H 12.952 13.861 7.109
H 15.554 12.386 6.819
H 15.190 14.039 6.466
H 15.243 13.466 8.150
H 14.335 10.163 7.952
H 11.770 8.905 10.779
H 12.716 7.619 8.185
H 11.729 6.833 9.408
H 11.048 8.151 8.422
H 14.616 8.263 9.728
H 14.239 9.413 10.993
H 13.901 7.753 11.134
H 10.272 10.222 10.880
H 10.659 14.531 13.780
H 10.051 11.507 14.143
H 13.046 12.471 13.904
H 11.769 13.060 14.993
H 12.511 11.530 15.169
H 12.288 10.316 12.333
H 11.869 9.640 13.885
H 10.632 9.586 12.731
H 9.513 16.015 10.270
H 9.061 16.443 13.300
H 8.452 17.488 12.014
H 7.866 15.811 12.138
H 11.933 16.731 12.079
H 11.607 16.787 10.334
H 10.830 17.936 11.477
H 6.000 10.879 8.494
H 6.372 9.417 10.465
H 8.780 10.059 12.250
H 7.193 11.037 12.379
H 7.193 9.390 12.783
H 9.284 8.583 10.552
H 7.946 7.496 10.839
H 8.137 8.191 9.289
H 7.415 14.030 7.125
H 8.118 11.734 5.232
H 7.868 13.400 4.664
H 9.223 13.002 5.725
H 5.644 11.773 5.964
H 5.085 12.921 7.137
H 5.664 13.408 5.542
N 11.777 19.576 7.917
C 11.181 18.620 7.712
N 10.250 17.723 7.383
C 10.205 16.530 7.714
N 9.892 15.378 7.949

- Which value of electronic energy does entry 4 give?
  -66441.10968 eV